{"formula": "C38H33BrCl3F5GeIO4S2Ti", "method": "the ωB97M-V functional and the def2-TZVPD basis", "e_homo_ev": [-7.392, -7.732], "multiplicity": 2, "energy_ev": -278730.5057, "homo_lumo_gap_ev": [7.038, 7.106], "relative_energy_ev": 1.064, "species": ["Ti", "O", "S", "C", "C", "C", "C", "H", "H", "H", "H", "H", "H", "H", "H", "C", "S", "C", "O", "H", "H", "H", "H", "H", "H", "Cl", "C", "Cl", "Cl", "C", "O", "O", "C", "C", "C", "C", "C", "C", "Ge", "C", "C", "C", "C", "C", "C", "C", "C", "C", "C", "C", "C", "H", "H", "H", "H", "H", "H", "H", "H", "H", "H", "H", "H", "H", "H", "H", "Br", "C", "C", "C", "C", "C", "C", "I", "H", "H", "H", "H", "F", "C", "C", "C", "F", "C", "F", "C", "F", "C", "F"], "positions_angstrom": [[-0.157128, 0.042604, -0.518687], [-1.198285, 1.227786, 0.630271], [-2.060034, 2.498611, 0.447992], [-0.858252, 3.857655, 0.549463], [-0.849925, 4.403992, 1.982962], [-1.447713, 3.338909, 2.900200], [-2.634151, 2.771861, 2.133625], [-1.134126, 4.581019, -0.216966], [0.077755, 3.389006, 0.244764], [-1.452775, 5.312965, 2.029705], [0.165737, 4.664107, 2.278272], [-1.757194, 3.749238, 3.861161], [-0.721507, 2.549619, 3.088473], [-3.443242, 3.502560, 2.037445], [-3.044379, 1.833235, 2.503972], [-2.846371, -1.402628, -2.787106], [-2.251038, -2.236394, -1.328629], [-3.818494, -2.753540, -0.652618], [-1.866463, -1.087069, -0.376586], [-1.986567, -0.916547, -3.246291], [-3.595380, -0.663491, -2.507473], [-3.251996, -2.157380, -3.461328], [-4.256831, -3.474803, -1.342254], [-4.464214, -1.886566, -0.526341], [-3.622805, -3.230363, 0.304570], [-0.062924, -3.842812, -3.556075], [1.069580, -2.480475, -3.780943], [0.354367, -1.268789, -4.854419], [2.560972, -3.080120, -4.476288], [1.324475, -1.861091, -2.373621], [2.358405, -2.054665, -1.799941], [0.304279, -1.175344, -1.941987], [5.276458, -0.914870, 2.804712], [4.218708, -0.830207, 3.697808], [2.920840, -1.068834, 3.264010], [2.654389, -1.390626, 1.933458], [3.730149, -1.472004, 1.046288], [5.028661, -1.242436, 1.478098], [0.793276, -1.596992, 1.335930], [0.512418, -3.441621, 0.684003], [1.512111, -4.190234, 0.063996], [1.256796, -5.469093, -0.414665], [-0.006233, -6.027823, -0.279872], [-1.010231, -5.305085, 0.349676], [-0.747186, -4.027521, 0.824520], [-0.286116, -1.576889, 2.996389], [-1.136329, -0.537172, 3.359882], [-1.829888, -0.556579, 4.563952], [-1.680105, -1.625309, 5.434760], [-0.833962, -2.672005, 5.093103], [-0.147993, -2.645312, 3.887073], [6.288223, -0.722104, 3.138605], [4.402003, -0.570398, 4.733015], [2.105471, -0.987200, 3.973492], [3.553395, -1.697791, 0.002362], [5.849023, -1.307931, 0.773585], [2.503665, -3.772032, -0.054051], [2.048424, -6.030103, -0.895477], [-0.203874, -7.024927, -0.652866], [-1.992915, -5.744239, 0.480736], [-1.528404, -3.482265, 1.346370], [-1.254115, 0.301964, 2.688604], [-2.484261, 0.266408, 4.829181], [-2.217134, -1.643592, 6.374722], [-0.704546, -3.507088, 5.770322], [0.513068, -3.468375, 3.638720], [-3.424242, 5.117246, -2.648650], [-2.806447, 4.835730, -4.429057], [-3.309316, 5.616072, -5.464599], [-2.845796, 5.393914, -6.754531], [-1.897098, 4.411368, -7.014167], [-1.396763, 3.629774, -5.974975], [-1.880434, 3.880543, -4.717764], [-0.706830, 2.028552, -2.545255], [-4.046822, 6.381357, -5.261275], [-3.231488, 5.998167, -7.564858], [-1.543234, 4.253152, -8.025060], [-0.654263, 2.861212, -6.149064], [2.498117, 0.763349, -2.278545], [2.704223, 1.178831, -1.017052], [1.721304, 1.013218, -0.054123], [2.041959, 1.531338, 1.187775], [1.162107, 1.418142, 2.211818], [3.241061, 2.145847, 1.490526], [3.484016, 2.621899, 2.715459], [4.201397, 2.256945, 0.501844], [5.372738, 2.832034, 0.765693], [3.929753, 1.771950, -0.764319], [4.848491, 1.888554, -1.725586]], "forces_ev_per_angstrom": [[-0.0242, 0.0956, -0.2907], [-0.0482, 0.1418, 0.1466], [0.0620, -0.0241, 0.0294], [-0.0206, 0.0061, -0.0052], [-0.0284, 0.0236, -0.0266], [0.0286, -0.0751, -0.0113], [-0.0347, 0.1141, -0.0084], [0.0111, 0.0028, 0.0000], [0.0030, -0.0037, 0.0103], [0.0097, 0.0041, -0.0007], [-0.0005, 0.0073, 0.0017], [-0.0117, 0.0097, -0.0055], [0.0147, -0.0343, 0.0161], [-0.0054, -0.0165, 0.0280], [0.0153, -0.0097, -0.0112], [-0.0065, -0.0082, -0.0182], [-0.0088, -0.0090, 0.0377], [-0.0024, -0.0164, -0.0451], [-0.1021, -0.0593, -0.0493], [-0.0001, -0.0066, 0.0013], [-0.0055, 0.0022, 0.0033], [-0.0021, 0.0112, -0.0051], [-0.0130, -0.0025, 0.0148], [0.0089, 0.0132, -0.0079], [0.0185, -0.0002, 0.0056], [0.0123, 0.0607, 0.0002], [-0.0178, 0.0046, -0.0100], [-0.0078, -0.0162, 0.0049], [0.0552, -0.0234, -0.0215], [0.0089, 0.1121, 0.0086], [-0.0272, 0.0006, -0.1050], [0.0723, -0.0368, 0.1847], [-0.0106, 0.0036, 0.0018], [0.0208, 0.0055, -0.0189], [-0.0277, 0.0075, 0.0193], [-0.0074, 0.0098, 0.0094], [-0.0157, -0.0298, -0.0580], [0.0179, 0.0266, 0.0337], [-0.0066, -0.0437, 0.0515], [-0.0287, 0.0157, -0.0227], [0.0419, -0.0083, 0.0134], [-0.0139, 0.0026, 0.0114], [0.0014, 0.0010, -0.0078], [0.0015, -0.0121, -0.0096], [0.0184, 0.0078, 0.0628], [0.0496, -0.0476, 0.0330], [-0.0178, 0.0475, -0.0518], [0.0011, -0.0236, 0.0218], [-0.0099, -0.0009, -0.0060], [-0.0094, 0.0088, 0.0035], [0.0055, 0.0097, -0.0301], [0.0024, -0.0025, 0.0012], [-0.0054, -0.0007, 0.0047], [0.0126, 0.0118, 0.0039], [0.0176, 0.0297, 0.0425], [-0.0049, 0.0002, -0.0068], [-0.0255, -0.0427, 0.0214], [0.0044, 0.0018, -0.0024], [0.0012, -0.0030, 0.0018], [-0.0043, 0.0010, 0.0078], [-0.0029, 0.0081, 0.0198], [0.0039, -0.0086, 0.0246], [-0.0039, 0.0064, -0.0062], [0.0049, 0.0025, 0.0041], [-0.0001, -0.0075, -0.0061], [0.0030, -0.0252, -0.0115], [-0.0030, 0.0041, 0.0008], [-0.0116, -0.0031, 0.0040], [0.0026, 0.0030, 0.0058], [0.0018, -0.0061, 0.0025], [-0.0011, 0.0024, -0.0079], [0.0054, 0.0076, 0.0123], [-0.0200, 0.0096, 0.0622], [0.0872, -0.1584, -0.0287], [0.0001, 0.0016, 0.0002], [0.0014, 0.0013, -0.0036], [-0.0031, 0.0012, -0.0033], [0.0014, -0.0018, -0.0116], [0.0123, -0.0289, -0.0157], [0.0242, 0.0248, 0.0086], [-0.0675, -0.0517, -0.0827], [0.0217, -0.0081, 0.0087], [-0.0357, -0.0021, 0.0291], [-0.0058, -0.0191, -0.0345], [0.0143, 0.0134, 0.0409], [-0.0381, -0.0264, -0.0121], [0.0528, 0.0263, 0.0088], [-0.0406, -0.0171, 0.0185], [0.0343, 0.0087, -0.0293]]}